(1)
This record from the OMol25 dataset describes a 2-piece molecular cluster, C10H20BN3O3 overall at a distorted geometry. The level of theory is ωB97M-V/def2-TZVPD.

The energy relative to the best compared isomer or geometry (same formula, charge and spin) is 179.3 kcal per mole. For the LUMO energy, the calculation gives -1.30 eV. The HOMO energy comes out at -6.0 eV. The calculated total energy comes out at -807.6944 Eh. The orbital gap is 0.174 Eh. The strongest force on any atom comes out at 3.3 eV Å⁻¹.

```
37
C10H20BN3O3 ωB97M-V/def2-TZVPD
H 2.596 1.401 0.328
H -1.151 2.780 3.019
H 0.417 -1.906 -4.737
H -2.195 0.433 0.587
C -1.389 -0.963 1.935
H 2.128 -2.773 4.214
H 0.772 -1.368 -6.394
H -3.003 1.994 1.943
O 0.641 0.749 -4.783
B 0.902 -0.505 0.640
H 1.582 2.396 -0.835
C -2.519 1.125 2.486
C -0.329 0.069 -5.212
O 1.736 -1.677 0.566
H 2.657 1.014 -1.452
C -1.144 1.642 3.119
N -2.402 0.021 1.504
C 1.951 1.337 -0.614
H -3.195 0.855 3.365
N 0.765 0.446 -0.475
H 0.382 1.771 1.682
H -1.328 -1.761 1.126
H 0.039 0.500 -2.478
C 1.426 -1.971 3.857
C 0.450 -0.265 -1.750
H 2.592 -1.498 1.006
C 0.071 -0.316 2.052
H -0.862 -1.906 -5.966
H -1.096 1.436 4.231
C 0.018 -1.370 -5.604
O -1.528 0.393 -5.364
N 0.098 1.131 2.454
H 0.861 1.221 3.153
C 0.848 -1.141 3.161
H -1.676 -1.404 2.945
H -0.409 -0.997 -1.546
H 1.294 -0.892 -2.165
```


(2)
This record from the OMol25 dataset describes a 5-piece molecular cluster, C10H20Cl10 overall at a distorted geometry. The level of theory is ωB97M-V/def2-TZVPD.

Its SMILES is ClCCCl.ClCCCl.ClCCCl.ClCCCl.ClCCCl. The energy relative to the best compared isomer or geometry (same formula, charge and spin) is 37.6 kcal per mole. For the LUMO energy, the calculation gives 0.34 eV. The HOMO energy comes out at -10.3 eV. The calculated total energy comes out at -4994.9043 Eh. The orbital gap is 0.390 Eh. The strongest force on any atom comes out at 2.6 eV Å⁻¹.

```
40
C10H20Cl10 ωB97M-V/def2-TZVPD
Cl -2.418 -1.249 -3.524
H -4.067 -4.336 3.183
H -1.040 2.117 0.280
C 0.300 -2.194 -3.467
Cl -0.631 0.905 2.273
Cl 5.346 -0.627 5.149
H -1.132 -2.794 -4.863
H 0.779 -1.259 -3.175
H 2.694 -0.238 3.859
H 3.418 -1.822 3.450
Cl 0.147 5.220 0.219
C 4.838 -0.126 3.546
H 0.074 -2.827 -2.609
Cl -4.852 -1.368 3.116
Cl 2.888 -0.431 1.573
Cl 1.415 -3.116 -4.477
C 0.659 4.469 -2.360
H 5.465 -0.622 2.805
Cl -5.000 -4.224 0.965
C -0.082 0.153 -0.315
H -1.176 5.360 -1.670
H 1.734 4.535 -2.194
H 0.743 -0.433 0.089
C -3.616 -2.349 2.313
C -0.256 1.385 0.475
C -0.887 -1.880 -4.322
C -3.867 -3.870 2.218
Cl 0.062 2.872 -2.117
C 3.413 -0.756 3.224
H -0.559 -1.294 -5.180
H 0.605 2.050 0.406
C -0.105 5.510 -1.538
H 0.526 4.644 -3.427
Cl -1.609 -0.859 -0.306
H -0.067 6.524 -1.936
H 4.914 0.951 3.399
H 0.259 0.280 -1.343
H -2.791 -2.094 2.978
H -2.882 -4.243 1.938
H -3.242 -1.963 1.365
```


(3)
This record from the OMol25 dataset describes C10H20Cl10F6Mg2N3O12S6 as an isolated structure at a distorted geometry. The level of theory is ωB97M-V/def2-TZVPD.

The energy relative to the best compared isomer or geometry (same formula, charge and spin) is 0.0 kcal per mole. For the LUMO energy, the calculation gives -4.76 eV. The HOMO energy comes out at -12.9 eV. The calculated total energy comes out at -9450.3193 Eh. Its net charge is +1. The orbital gap is 0.300 Eh. The strongest force on any atom comes out at 11.0 eV Å⁻¹.

```
69
C10H20Cl10F6Mg2N3O12S6 ωB97M-V/def2-TZVPD
Mg 2.746 -0.193 -0.344
H 3.820 0.477 -4.025
H -4.867 1.030 4.179
O 2.120 -4.315 0.258
H 0.114 5.166 -3.323
Cl -1.655 -2.134 -3.128
Cl 0.707 2.164 -1.241
O 4.286 -3.908 -0.813
F 1.471 2.829 1.898
N 3.129 -1.890 0.202
C -2.868 0.050 4.233
H 1.395 4.394 -1.206
C -2.036 0.093 -4.732
F -0.821 -3.298 2.979
H -3.578 -0.943 -3.518
F 2.189 -3.020 -1.726
S 4.136 2.451 0.512
F 4.327 2.300 -1.089
C -3.820 1.315 4.079
H -2.559 1.048 -4.768
Cl -6.664 0.870 2.462
Cl -5.401 -2.115 3.281
H -7.021 -0.344 0.484
H -2.980 -0.642 5.067
H -7.627 -1.176 1.894
O -1.798 -0.367 -0.041
H 5.509 -1.338 -3.944
C 0.542 3.868 -1.635
C 3.495 -0.529 -3.760
O 4.315 -3.523 2.217
S 3.005 -3.350 -0.356
F -0.627 0.972 1.498
H -2.817 -0.596 3.356
S 2.678 1.742 2.202
C 0.452 4.147 -3.137
H 4.366 -2.439 -3.101
H -5.495 -2.276 0.874
S -0.593 -0.427 0.712
H 2.975 -0.770 -4.686
H -2.234 -0.421 -5.673
O 3.539 3.815 0.519
C -2.534 -0.634 -3.467
C -6.804 -0.561 1.530
O 3.603 2.492 3.074
O 1.950 0.620 2.735
S -1.227 -2.509 1.559
Mg 0.753 -0.978 3.516
Cl -0.277 0.413 -4.559
S 3.500 -2.348 1.897
O 2.321 -2.055 2.727
O 5.459 2.178 0.979
C 4.675 -1.404 -3.245
N -0.413 -1.304 2.161
H -0.387 4.233 -1.196
Cl 5.225 -0.813 -1.620
C -5.614 -1.461 1.588
H -0.270 3.487 -3.618
N 3.168 1.263 0.627
H -3.386 2.055 4.752
Cl -1.189 0.707 4.520
Cl 2.271 -0.286 -2.454
F 4.505 -1.099 2.183
Cl 2.025 4.069 -4.043
O -0.554 -3.309 0.560
H -4.753 -0.799 1.489
O 0.728 -0.291 0.082
Cl -3.470 1.968 2.506
H -2.465 0.022 -2.599
O -2.697 -2.375 1.658
```


(4)
This record from the OMol25 dataset describes C10H20ClPrRh as an isolated structure at a distorted geometry. The level of theory is ωB97M-V/def2-TZVPD.

For the LUMO energy (alpha / beta), the calculation gives 2.80 / 1.18 eV. The HOMO energy (alpha / beta) comes out at -1.8 / -4.8 eV. As for the multiplicity: 7. The calculated total energy comes out at -1480.5040 Eh. Its net charge is -1. The orbital gap (alpha / beta) is 0.170 / 0.220 Eh. The strongest force on any atom comes out at 3.8 eV Å⁻¹.

```
33
C10H20ClPrRh ωB97M-V/def2-TZVPD
H 2.465 2.251 -2.456
H 0.693 0.778 -3.252
C -0.671 -4.492 0.535
H 2.450 3.763 -1.361
H 0.087 1.045 2.275
H 0.892 5.576 -1.501
Pr 0.731 1.003 -0.659
H -0.897 1.408 -3.898
Rh 0.031 3.355 -2.363
H 1.643 -3.677 1.789
H 0.567 4.573 -0.043
H -2.613 -2.972 1.648
C 0.737 -3.503 2.386
Cl -1.881 4.284 -3.434
C -0.186 -1.158 -0.143
C -0.476 -3.288 1.465
C 0.298 1.856 1.561
H -0.798 5.360 -0.947
C 1.854 3.003 -1.892
H 0.573 -4.387 3.021
C 0.119 1.672 -3.570
C 0.186 4.874 -1.028
H 0.888 -2.631 3.031
H -0.645 2.425 1.445
H 0.218 -4.644 -0.091
C -1.742 -3.085 2.309
C -0.268 -2.099 0.648
H -1.914 -3.959 2.951
H -1.551 -4.335 -0.097
H 0.639 2.102 -4.442
H 1.050 2.500 2.041
H -1.646 -2.196 2.943
H -0.834 -5.404 1.128
```


(5)
This record from the OMol25 dataset describes C10H20ClTiV as an isolated structure at a distorted geometry. The level of theory is ωB97M-V/def2-TZVPD.

For the LUMO energy (alpha / beta), the calculation gives 4.72 / 4.70 eV. The HOMO energy (alpha / beta) comes out at 0.9 / 0.3 eV. As for the multiplicity: 5. The calculated total energy comes out at -2646.3941 Eh. Its net charge is -2. The orbital gap (alpha / beta) is 0.142 / 0.160 Eh. The strongest force on any atom comes out at 4.5 eV Å⁻¹.

```
33
C10H20ClTiV ωB97M-V/def2-TZVPD
H 1.369 -4.520 -1.623
H -0.664 3.852 3.521
H 0.128 -1.616 -4.010
H 0.981 0.731 2.647
H -0.218 5.272 0.005
H 0.063 -3.333 -3.574
H -1.596 6.178 0.709
H -3.239 5.066 2.299
H -3.534 3.854 1.014
C -1.153 2.809 1.054
C -2.923 4.095 1.902
H 2.996 -0.583 -1.155
Cl -3.121 -0.885 1.978
H 1.406 -0.822 1.847
H 1.740 0.319 -2.171
V 0.527 -1.917 -1.324
H -0.908 5.560 3.055
Ti -1.171 -0.217 1.293
H -1.340 -2.298 -3.336
C -1.270 5.199 0.324
H -3.065 3.320 2.677
C 1.990 -0.678 -1.700
H 0.501 4.680 2.407
H 0.341 -0.789 3.299
H 2.542 -3.636 -0.602
C 1.453 -3.770 -0.800
C -0.559 4.583 2.700
C -1.141 1.629 0.641
H 1.050 -4.276 0.111
C -1.437 4.170 1.479
C -0.236 -2.319 -3.236
C 0.607 -0.260 2.364
H -1.918 4.913 -0.519
```


(6)
This record from the OMol25 dataset describes one molecule with the formula C10H20N2O. The level of theory is ωB97M-V/def2-TZVPD.

Its SMILES is CC(=O)NCCN1CCCCCC1. The energy relative to the best compared isomer or geometry (same formula, charge and spin) is 0.0 kcal per mole. For the LUMO energy, the calculation gives 0.81 eV. The HOMO energy comes out at -8.1 eV. The calculated total energy comes out at -577.7940 Eh. The orbital gap is 0.326 Eh. The strongest force on any atom comes out at 0.6 eV Å⁻¹.

```
33
C10H20N2O ωB97M-V/def2-TZVPD
C -3.168 -0.013 0.215
N 0.606 1.115 0.578
C 0.218 -0.133 1.192
H 1.836 -2.630 -0.615
H 2.922 -1.090 1.214
C 2.010 1.431 0.678
H 0.124 0.695 -1.465
C 0.366 -1.429 0.368
H 0.427 2.383 -1.021
H -0.829 -0.050 1.499
H 2.284 1.340 1.733
C -0.027 1.451 -0.675
H -0.491 -1.531 -0.302
H -4.561 -1.600 0.537
C 1.646 -1.564 -0.467
C -3.885 -1.268 -0.245
H 1.489 -1.133 -1.459
H 3.994 0.930 0.059
C 2.893 -0.917 0.137
H 2.795 0.750 -1.219
H 0.312 -2.255 1.081
C 2.981 0.581 -0.156
O -3.328 0.486 1.307
H 2.135 2.482 0.395
N -2.324 0.495 -0.713
C -1.538 1.690 -0.515
H -3.164 -2.057 -0.451
H -4.454 -1.067 -1.150
H -1.860 2.448 -1.238
H 0.808 -0.224 2.106
H -1.750 2.048 0.493
H -2.240 0.034 -1.605
H 3.773 -1.400 -0.297
```